[1]
# C25H42NO6S

A 2-piece molecular cluster, C25H42NO6S overall at a distorted geometry (the ωB97M-V functional and the def2-TZVPD basis, OMol25).

Geometry as XYZ:
```
75
Properties=species:S:1:pos:R:3
C -0.792 4.951 1.582
C -1.545 3.947 0.524
C -0.660 3.755 -0.871
C -1.689 3.165 -2.011
C -1.164 1.681 -2.498
C -2.341 0.521 -2.432
C -2.781 0.096 -0.911
C -2.130 -1.307 -0.364
N -0.783 -1.659 -0.995
C -0.646 -2.665 -2.156
S -2.155 -3.524 -2.953
C 0.815 -3.094 -2.821
C 2.181 -2.390 -2.251
C 2.003 -1.264 -1.027
C 3.386 -0.546 -0.520
C 4.278 -1.632 0.356
O 5.042 -2.420 -0.667
C 6.370 -2.791 -0.156
O 7.445 -2.105 -0.616
C 6.583 -4.035 0.891
C 7.969 -3.715 1.734
C 0.486 -0.974 -0.442
C 0.372 0.135 0.804
C 0.240 -0.595 2.285
C 0.971 0.261 3.504
O 2.150 -0.568 3.918
C 2.546 -0.134 5.269
H -0.015 4.334 2.215
H -0.198 5.779 1.008
H -1.581 5.415 2.341
H -2.610 4.386 0.307
H -1.727 2.869 0.993
H 0.196 2.975 -0.601
H -0.112 4.733 -1.212
H -2.799 3.121 -1.588
H -1.639 3.919 -2.925
H -0.203 1.305 -1.947
H -0.876 1.801 -3.647
H -3.307 0.994 -2.949
H -2.092 -0.445 -3.044
H -2.618 0.987 -0.144
H -3.961 -0.079 -0.943
H -2.957 -2.148 -0.545
H -2.070 -1.208 0.825
H -2.700 -4.399 -1.986
H 0.937 -3.882 -3.694
H 3.266 -2.623 -2.642
H 4.030 -0.336 -1.503
H 3.252 0.494 -0.001
H 4.968 -1.128 1.157
H 3.512 -2.418 0.823
H 6.825 -5.005 0.240
H 5.648 -4.250 1.572
H 8.120 -4.566 2.538
H 8.910 -3.632 1.038
H 7.793 -2.651 2.244
H -0.592 0.825 0.667
H 1.282 0.869 0.850
H -0.914 -0.636 2.587
H 0.656 -1.714 2.254
H 1.272 1.353 3.201
H 0.216 0.285 4.428
H 1.653 -0.069 6.033
H 3.310 -0.927 5.678
H 3.027 0.951 5.137
C -7.356 0.632 -2.398
C -8.117 1.447 -1.403
O -7.197 1.606 -0.340
C -5.948 1.452 -0.870
O -4.912 1.691 -0.272
O -6.010 0.997 -2.155
H -7.640 0.861 -3.428
H -7.466 -0.444 -2.229
H -8.384 2.436 -1.790
H -9.024 0.943 -1.059
```

HOMO level   -12.15 eV
Energy   -1881.348402 hartree
Charge   +1
Gap between HOMO and LUMO   0.283 Eh
Strongest force on any atom   9.115 eV/A
Energy above the lowest of the compared OMol25 structures with the same formula, charge and spin   369.4 kcal per mole
Multiplicity   1



[2]
# C25H43Ag2FN2O12

C25H43Ag2FN2O12 as an isolated structure at a distorted geometry (the ωB97M-V functional and the def2-TZVPD basis, OMol25).

Geometry as XYZ:
```
85
Properties=species:S:1:pos:R:3
Ag 3.964 -2.657 1.894
Ag 3.809 0.667 2.735
F 3.140 -1.348 3.554
N 1.557 -0.913 0.622
O 2.017 -2.049 0.803
O 0.634 -0.795 -0.207
O 2.137 0.052 1.162
C -1.271 -0.144 -2.936
C -0.990 1.374 -2.978
C -2.170 2.245 -3.495
C -3.336 2.332 -2.520
C -2.766 2.957 -1.205
C -1.642 2.194 -0.563
N -0.662 1.834 -1.619
O 0.479 1.238 -1.099
C -0.894 3.121 0.430
C -2.162 0.949 0.194
C 0.172 1.688 -3.931
H -2.206 -0.315 -2.397
H -0.422 -0.709 -2.567
H -1.591 -0.406 -3.946
H -1.830 3.238 -3.773
H -2.697 1.690 -4.276
H -3.763 1.337 -2.377
H -4.168 2.925 -2.894
H -3.549 3.046 -0.450
H -2.435 3.966 -1.459
H -1.578 3.590 1.133
H -0.058 2.617 0.910
H -0.446 3.952 -0.124
H -1.379 0.214 0.377
H -2.609 1.325 1.113
H -2.992 0.455 -0.313
H -0.071 1.522 -4.977
H 1.098 1.215 -3.601
H 0.453 2.748 -3.934
H 0.079 0.401 -0.768
O 4.493 2.362 1.376
C 4.203 2.742 0.244
O 5.118 2.943 -0.661
C 4.485 3.230 -1.937
C 3.073 3.699 -1.561
C 2.843 2.930 -0.267
H 4.263 2.280 -2.437
H 4.987 3.830 -2.687
H 2.307 3.669 -2.337
H 3.040 4.779 -1.370
H 2.466 1.922 -0.457
H 2.061 3.421 0.304
O -4.487 -4.451 2.605
C -3.659 -4.162 1.803
O -2.536 -3.492 2.172
C -1.662 -3.179 1.101
C -2.605 -3.402 -0.148
C -3.577 -4.475 0.304
H -0.736 -3.759 1.118
H -1.328 -2.142 1.168
H -2.122 -3.713 -1.073
H -3.165 -2.478 -0.288
H -3.280 -5.527 0.288
H -4.618 -4.493 -0.014
O -0.925 -5.871 -2.273
C 0.060 -5.681 -1.620
O 0.690 -6.674 -0.956
C 1.952 -6.222 -0.488
C 2.281 -4.974 -1.314
C 0.854 -4.428 -1.542
H 2.631 -7.034 -0.756
H 2.051 -5.963 0.568
H 2.731 -5.094 -2.300
H 2.867 -4.198 -0.819
H 0.885 -3.696 -2.347
H 0.559 -3.778 -0.711
O 2.030 2.003 3.242
C 1.060 2.016 3.975
O 0.147 2.962 3.844
C -0.827 2.984 4.906
C -0.235 2.098 5.980
C 0.843 1.257 5.297
H -1.784 2.726 4.458
H -0.826 4.016 5.257
H -0.977 1.371 6.318
H 0.135 2.633 6.848
H 0.586 0.285 4.859
H 1.796 1.176 5.812
```

HOMO level (spin up / spin down)   -13.51 / -13.51 eV
Energy   -2383.714421 hartree
Charge   +2
Gap between HOMO and LUMO (spin up / spin down)   0.240 / 0.102 Eh
Strongest force on any atom   4.128 eV/A
Multiplicity   3



[3]
# C25H43Cl3EuN5O4Si

C25H43Cl3EuN5O4Si as an isolated structure at a distorted geometry (the ωB97M-V functional and the def2-TZVPD basis, OMol25).

Geometry as XYZ:
```
82
Properties=species:S:1:pos:R:3
C 0.661 -1.363 -3.535
C -0.728 -1.745 -3.138
H 1.206 -2.213 -3.961
H 1.223 -0.988 -2.660
H 0.645 -0.547 -4.278
C -1.342 -2.899 -3.458
C -0.741 -4.019 -4.247
H -2.369 -3.079 -3.125
H 0.324 -3.867 -4.467
H -1.267 -4.180 -5.201
H -0.831 -4.963 -3.688
Eu 0.384 0.602 0.431
Cl -0.772 2.532 -1.176
Cl 2.731 0.073 -0.742
C -3.118 1.135 0.646
O -2.179 0.717 1.349
N -4.413 1.135 1.001
C -4.820 0.587 2.281
C -5.462 1.692 0.157
H -2.929 1.557 -0.355
H -3.928 0.295 2.837
H -5.477 -0.280 2.132
H -5.392 1.338 2.838
H -5.031 2.062 -0.779
H -5.981 2.513 0.667
H -6.222 0.939 -0.082
H 1.012 -3.034 -0.923
H -1.297 -4.239 -0.698
C 1.125 -3.124 0.166
C -1.017 -4.340 0.361
N -0.191 -3.225 0.784
H 1.668 -2.251 0.540
C -0.662 -2.302 1.634
O -0.053 -1.257 1.938
H -1.925 -4.351 0.973
H -1.655 -2.534 2.066
H 1.693 -4.040 0.374
H -0.473 -5.284 0.483
O -0.794 -0.858 -0.984
C -1.396 -0.738 -2.194
C -3.584 -1.600 -1.183
C -2.935 -0.828 -2.144
H -2.984 -2.117 -0.431
C -4.978 -1.703 -1.196
H -1.153 0.271 -2.574
C -3.688 -0.137 -3.093
H -5.477 -2.304 -0.436
C -5.731 -1.047 -2.172
C -5.077 -0.260 -3.122
H -3.152 0.482 -3.815
H -6.821 -1.134 -2.188
H -5.646 0.268 -3.885
Si 6.915 0.744 -0.520
Cl 6.618 -0.642 -2.038
C 6.782 -0.241 1.065
C 5.562 1.973 -0.851
C 8.609 1.595 -0.587
H 5.850 -0.823 1.057
H 6.780 0.416 1.946
H 7.629 -0.937 1.150
H 9.417 0.862 -0.440
H 8.685 2.355 0.209
H 8.756 2.096 -1.555
H 4.585 1.455 -0.889
H 5.714 2.452 -1.828
H 5.506 2.742 -0.071
C 2.729 2.161 4.804
N 1.664 2.743 4.010
C 1.014 3.859 4.423
C -0.019 4.346 3.683
C -0.370 3.653 2.490
N 0.303 2.576 2.083
C 1.300 2.078 2.856
O 1.880 1.002 2.526
N -1.419 4.028 1.731
H 2.434 1.177 5.185
H 2.905 2.845 5.632
H 3.636 2.038 4.204
H 1.397 4.282 5.349
H -0.576 5.221 3.970
H -1.826 4.939 1.906
H -1.441 3.657 0.769
```

HOMO level (spin up / spin down)   -7.69 / -7.72 eV
Energy   -3933.859763 hartree
Charge   0
Gap between HOMO and LUMO (spin up / spin down)   0.267 / 0.275 Eh
Strongest force on any atom   2.754 eV/A
Energy above the lowest of the compared OMol25 structures with the same formula, charge and spin   0.0 kcal per mole
Multiplicity   7



[4]
# C25H43Cl3N5O4SiZn

C25H43Cl3N5O4SiZn as an isolated structure at a distorted geometry (the ωB97M-V functional and the def2-TZVPD basis, OMol25).

Geometry as XYZ:
```
82
Properties=species:S:1:pos:R:3
C -2.523 2.139 -2.632
C -1.231 1.685 -3.224
H -3.170 2.633 -3.367
H -2.317 2.847 -1.820
H -3.046 1.273 -2.198
C -0.811 1.994 -4.463
C -1.481 2.986 -5.374
H 0.046 1.468 -4.905
H -2.068 3.740 -4.823
H -2.144 2.484 -6.103
H -0.719 3.536 -5.955
Zn -2.685 -1.565 1.260
Cl -1.884 -2.644 -0.481
Cl -1.127 0.839 1.943
C 1.484 -2.455 -0.516
O 1.730 -1.382 0.030
N 2.416 -3.290 -1.027
C 3.823 -2.951 -0.906
C 2.074 -4.486 -1.785
H 0.447 -2.830 -0.640
H 3.933 -2.179 -0.141
H 4.228 -2.584 -1.860
H 4.384 -3.849 -0.625
H 1.000 -4.685 -1.678
H 2.650 -5.341 -1.400
H 2.314 -4.364 -2.855
H 0.875 4.125 0.011
H 2.155 3.070 -2.320
C 1.791 3.842 0.547
C 2.919 3.390 -1.593
N 2.580 2.932 -0.257
H 1.534 3.369 1.496
C 2.972 1.729 0.236
O 2.649 1.281 1.339
H 3.894 2.978 -1.890
H 3.634 1.168 -0.456
H 2.368 4.764 0.727
H 2.964 4.489 -1.594
O 0.081 1.771 -1.276
C -0.324 0.939 -2.209
C 2.086 0.118 -2.826
C 0.702 -0.031 -2.887
H 2.514 0.904 -2.204
C 2.902 -0.723 -3.587
H -1.049 0.236 -1.740
C 0.149 -1.051 -3.657
H 3.988 -0.600 -3.541
C 2.336 -1.704 -4.406
C 0.952 -1.904 -4.414
H -0.941 -1.138 -3.663
H 2.980 -2.351 -5.003
H 0.486 -2.701 -5.000
Si -2.960 1.823 2.339
Cl -4.023 -0.016 0.601
C -2.140 3.586 2.420
C -3.690 0.754 3.740
C -4.671 2.732 2.089
H -1.791 3.868 1.407
H -1.268 3.597 3.093
H -2.828 4.392 2.734
H -4.520 3.774 1.766
H -5.212 2.802 3.050
H -5.342 2.246 1.371
H -2.999 -0.028 4.064
H -4.617 0.239 3.449
H -3.945 1.385 4.598
C -2.094 -3.829 5.453
N -1.020 -3.180 4.698
C 0.243 -3.272 5.221
C 1.275 -2.644 4.600
C 0.968 -1.896 3.431
N -0.239 -1.952 2.859
C -1.246 -2.534 3.498
O -2.452 -2.487 3.023
N 1.893 -1.119 2.863
H -3.011 -3.841 4.871
H -2.244 -3.309 6.407
H -1.782 -4.850 5.699
H 0.346 -3.863 6.127
H 2.299 -2.649 4.962
H 2.770 -0.976 3.333
H 1.777 -0.678 1.947
```

HOMO level   -2.80 eV
Energy   -5002.718474 hartree
Charge   -1
Gap between HOMO and LUMO   0.173 Eh
Strongest force on any atom   2.504 eV/A
Energy above the lowest of the compared OMol25 structures with the same formula, charge and spin   6.4 kcal per mole
Multiplicity   1



[5]
# C25H43FN2O17S

A 6-piece molecular cluster, C25H43FN2O17S overall at a distorted geometry (the ωB97M-V functional and the def2-TZVPD basis, OMol25).

Geometry as XYZ:
```
89
Properties=species:S:1:pos:R:3
C -3.075 -1.970 -0.312
C -1.945 -1.956 0.168
C -0.461 -1.535 0.531
C 0.631 -2.561 -0.007
C 2.016 -1.823 0.297
C 2.524 -0.845 -0.852
C 4.114 -0.716 -0.684
N 4.711 -0.193 0.577
O 4.896 -1.069 -1.557
C 0.665 -3.765 1.067
O 0.667 -3.705 2.285
N 0.652 -4.997 0.277
C -0.275 -4.680 -0.865
C 0.413 -3.307 -1.385
F -0.412 -2.702 -2.368
S 2.031 -3.966 -2.075
H -4.134 -1.764 -0.631
H -0.426 -1.531 1.668
H -0.203 -0.504 0.151
H 2.820 -2.562 0.597
H 1.830 -1.168 1.215
H 2.329 -1.199 -1.903
H 2.102 0.209 -0.777
H 4.398 0.793 0.599
H 4.247 -0.679 1.360
H 0.403 -5.839 0.811
H 0.000 -5.446 -1.663
H -1.380 -4.634 -0.642
H 1.832 -4.311 -3.397
C -5.723 1.097 4.142
O -5.154 1.089 2.832
C -5.723 1.954 1.979
O -6.635 2.700 2.231
O -5.098 1.843 0.798
C -5.602 2.712 -0.215
H -5.187 0.363 4.742
H -5.602 2.077 4.607
H -6.776 0.813 4.108
H -5.478 3.756 0.076
H -6.650 2.492 -0.426
H -5.025 2.537 -1.123
C -1.026 -3.197 -5.023
O -1.941 -3.735 -5.979
C -1.554 -4.902 -6.511
O -0.539 -5.497 -6.251
O -2.494 -5.292 -7.384
C -2.212 -6.531 -8.033
H -1.437 -2.257 -4.659
H -0.912 -3.874 -4.178
H -0.059 -2.994 -5.488
H -2.145 -7.341 -7.304
H -1.293 -6.460 -8.616
H -3.037 -6.744 -8.712
C 11.356 -1.055 2.939
O 10.857 -0.446 1.750
C 9.597 -0.793 1.442
O 8.896 -1.545 2.071
O 9.256 -0.156 0.315
C 7.927 -0.433 -0.138
H 12.377 -0.704 3.088
H 10.759 -0.760 3.804
H 11.375 -2.142 2.837
H 7.194 -0.113 0.602
H 7.810 -1.494 -0.363
H 7.762 0.134 -1.054
C -3.086 4.675 8.910
O -3.487 4.023 7.705
C -2.497 3.847 6.819
O -1.350 4.185 6.963
O -3.007 3.229 5.744
C -2.058 2.974 4.708
H -3.965 4.762 9.547
H -2.334 4.084 9.435
H -2.710 5.677 8.698
H -1.266 2.315 5.066
H -1.642 3.909 4.329
H -2.583 2.474 3.894
C -3.689 6.736 -1.533
O -3.165 5.495 -2.003
C -2.404 5.599 -3.102
O -2.146 6.618 -3.690
O -1.980 4.370 -3.432
C -1.152 4.328 -4.594
H -4.286 6.529 -0.645
H -2.881 7.416 -1.257
H -4.336 7.191 -2.286
H -0.243 4.912 -4.440
H -1.697 4.687 -5.468
H -0.872 3.289 -4.763
```

HOMO level   -9.61 eV
Energy   -2864.938688 hartree
Charge   0
Gap between HOMO and LUMO   0.355 Eh
Strongest force on any atom   3.065 eV/A
Multiplicity   1
SMILES   C#CC[C@@]1(CCC(N)=O)C(=O)NC[C@]1(F)S.COC(=O)OC.COC(=O)OC.COC(=O)OC.COC(=O)OC.COC(=O)OC



[6]
# C25H44AsIrN4O2S2Si3

C25H44AsIrN4O2S2Si3 as an isolated structure at a distorted geometry (the ωB97M-V functional and the def2-TZVPD basis, OMol25).

Geometry as XYZ:
```
82
Properties=species:S:1:pos:R:3
Ir 0.129 0.338 0.144
N 1.630 1.308 -2.910
C 1.501 -0.005 -2.691
N 0.909 -0.541 -1.621
C 0.854 -1.935 -1.685
C 1.456 -2.454 -2.755
S 2.100 -1.209 -3.769
C 0.006 -2.537 -0.689
C -0.408 -3.794 -0.530
S -1.657 -3.888 0.665
C -1.580 -2.186 0.902
N -0.631 -1.621 0.154
N -2.365 -1.518 1.753
H 1.076 1.943 -2.357
H 1.983 1.642 -3.793
H 1.545 -3.495 -3.033
H -0.074 -4.680 -1.051
H -3.167 -1.975 2.161
H -2.402 -0.511 1.669
C -6.271 5.446 -1.683
C -5.077 4.608 -1.336
C -4.366 3.905 -2.285
C -3.231 3.121 -1.961
C -2.510 2.431 -3.077
C -2.819 3.029 -0.615
C -3.503 3.746 0.371
C -3.077 3.765 1.810
C -4.628 4.519 -0.011
C -1.690 2.150 -0.253
O -0.596 2.184 -0.903
O -1.784 1.320 0.712
H -6.386 5.578 -2.757
H -6.208 6.423 -1.204
H -7.180 4.979 -1.296
H -4.684 3.950 -3.322
H -3.165 2.306 -3.936
H -2.119 1.457 -2.780
H -1.663 3.049 -3.393
H -1.992 3.858 1.896
H -3.370 2.834 2.303
H -3.548 4.593 2.337
H -5.163 5.066 0.760
C 2.523 3.569 4.155
Si 1.171 3.059 3.005
C -0.414 2.679 3.901
C 1.027 4.146 1.501
As 1.619 0.828 1.924
Si 3.938 0.944 1.023
C 3.726 1.951 -0.518
C 4.386 -0.826 0.686
C 4.942 1.774 2.340
Si 1.513 -0.791 3.820
C 2.475 0.054 5.157
C 2.311 -2.323 3.138
C -0.280 -1.025 4.203
H 2.192 4.495 4.643
H 3.461 3.785 3.645
H 2.712 2.838 4.943
H -0.948 3.606 4.142
H -0.210 2.175 4.850
H -1.074 2.050 3.299
H 0.445 5.047 1.727
H 0.546 3.631 0.669
H 2.016 4.479 1.176
H 3.272 1.355 -1.307
H 4.700 2.298 -0.881
H 3.103 2.834 -0.344
H 3.529 -1.404 0.332
H 4.791 -1.313 1.576
H 5.162 -0.866 -0.086
H 4.883 2.860 2.252
H 5.993 1.491 2.213
H 4.645 1.487 3.349
H 3.398 0.501 4.787
H 2.752 -0.688 5.915
H 1.883 0.826 5.655
H 3.397 -2.290 3.247
H 2.072 -2.477 2.083
H 1.955 -3.197 3.695
H -0.796 -0.081 4.384
H -0.371 -1.630 5.114
H -0.790 -1.553 3.401
```

HOMO level (spin up / spin down)   -15.56 / -15.54 eV
Energy   -5352.672022 hartree
Charge   +3
Gap between HOMO and LUMO (spin up / spin down)   0.159 / 0.137 Eh
Strongest force on any atom   4.793 eV/A
Energy above the lowest of the compared OMol25 structures with the same formula, charge and spin   13.7 kcal per mole
Multiplicity   2